1.
Molecular formula: C62H40F15GeN8NaS5
Method: DFT, wB97M-V/def2-TZVPD

Values from the calculation:
Relative energy (zero: lowest compared OMol25 entry of this formula, charge and spin) = 49.6 kcal/mol
LUMO energy = -0.0067 hartree
HOMO-LUMO gap = 0.234 Eh

```
! RIJCOSX wB97M-V def2-TZVPD def2/J DEFGRID3
* xyz 0 1
Na 1.128 -1.285 -1.133
C 0.638 -5.610 -3.308
C 1.431 -4.493 -2.684
N 1.784 -3.410 -3.261
N 1.429 -3.221 -4.559
C 1.845 -2.113 -5.249
N 1.397 -2.138 -6.541
S 2.723 -0.860 -4.639
C 1.895 -4.652 -1.268
C 1.859 -5.886 -0.637
C 2.323 -5.989 0.667
C 2.793 -4.858 1.301
C 2.756 -3.658 0.601
N 2.328 -3.550 -0.651
H -0.023 -5.264 -4.100
H -0.004 -6.084 -2.568
H 1.297 -6.377 -3.722
H 0.863 -3.902 -5.038
H 1.169 -3.013 -6.984
H 1.769 -1.415 -7.131
H 1.482 -6.762 -1.147
H 2.305 -6.944 1.178
H 3.158 -4.888 2.319
H 3.086 -2.742 1.067
N 0.476 -0.302 0.718
S -0.268 1.138 1.100
N -0.372 2.050 -0.321
S -1.638 2.210 -1.182
N -2.095 1.157 -2.218
S -0.998 0.276 -3.070
N -0.344 -0.899 -2.528
C 0.095 1.560 -3.692
C 1.275 1.742 -2.984
C 2.166 2.727 -3.378
C 1.879 3.519 -4.481
C 0.696 3.335 -5.184
C -0.206 2.356 -4.791
C -2.057 -0.051 -4.475
C -1.581 -1.047 -5.316
C -2.313 -1.386 -6.444
C -3.512 -0.741 -6.718
C -3.986 0.246 -5.864
C -3.256 0.600 -4.736
C -3.166 2.697 -0.416
C -3.086 3.725 0.511
C -4.252 4.142 1.132
C -5.463 3.539 0.816
C -5.517 2.517 -0.122
C -4.360 2.082 -0.752
C -1.196 3.719 -2.045
C -0.030 4.400 -1.745
C 0.249 5.575 -2.435
C -0.630 6.049 -3.397
C -1.799 5.350 -3.683
C -2.087 4.178 -3.009
C 1.413 2.064 1.313
C 1.292 3.376 1.770
C 2.403 4.112 2.153
C 3.670 3.534 2.109
C 3.802 2.225 1.674
C 2.680 1.495 1.278
C -2.211 0.220 0.913
C -2.588 -0.891 0.156
C -3.707 -1.650 0.483
C -4.473 -1.320 1.596
C -4.110 -0.224 2.372
C -2.990 0.526 2.023
H 1.486 1.131 -2.119
H 3.085 2.870 -2.824
H 2.579 4.285 -4.793
H 0.470 3.956 -6.042
H -1.129 2.218 -5.339
H -0.650 -1.542 -5.067
H -1.949 -2.160 -7.110
H -4.082 -1.011 -7.598
H -4.927 0.739 -6.073
H -3.614 1.360 -4.056
H -2.131 4.181 0.750
H -4.213 4.935 1.867
H -6.370 3.863 1.311
H -6.461 2.041 -0.355
H -4.364 1.260 -1.454
H 0.643 4.007 -0.994
H 1.160 6.117 -2.216
H -0.405 6.965 -3.929
H -2.488 5.722 -4.431
H -2.996 3.627 -3.221
H 0.301 3.827 1.831
H 2.285 5.132 2.501
H 4.539 4.098 2.425
H 4.781 1.759 1.650
H 2.795 0.472 0.940
H -1.994 -1.178 -0.709
H -3.976 -2.508 -0.124
H -5.336 -1.918 1.864
H -4.687 0.033 3.254
H -2.705 1.370 2.651
F 2.445 -3.420 6.015
C 3.352 -2.965 5.143
C 3.023 -2.085 4.125
C 4.071 -1.679 3.313
F 3.847 -0.792 2.328
C 5.371 -2.107 3.471
F 6.346 -1.680 2.670
C 5.656 -2.994 4.491
F 6.901 -3.427 4.666
C 4.647 -3.421 5.330
F 4.933 -4.270 6.318
Ge 1.228 -1.357 3.747
S 0.158 -1.564 1.750
C -0.002 -2.457 4.859
C -0.310 -3.712 4.361
F 0.381 -4.206 3.314
C -1.298 -4.521 4.882
F -1.561 -5.718 4.355
C -2.015 -4.073 5.974
F -2.972 -4.833 6.502
C -1.714 -2.847 6.532
F -2.379 -2.434 7.613
C -0.715 -2.068 5.977
F -0.437 -0.925 6.622
C 1.229 0.480 4.427
C 0.004 1.126 4.533
F -1.131 0.473 4.260
C -0.120 2.449 4.901
F -1.317 3.033 4.971
C 1.020 3.178 5.170
F 0.925 4.464 5.501
C 2.258 2.580 5.068
F 3.360 3.294 5.304
C 2.346 1.253 4.693
F 3.588 0.756 4.587
*
```



2.
Molecular formula: C38H73Br2Cl2IN2O13
Method: DFT, wB97M-V/def2-TZVPD

Values from the calculation:
LUMO energy = 0.0009 hartree
Structure (SMILES) = CCCCC[C@](O[C@](C)(C[C@H](C)O)[C@](I)(CCCCNC(C)=O)NCCO)([C@H](Cl)[C@@H](C)Cl)[C@@H](Br)[C@H](C)Br.CCOC(=O)OC.CCOC(=O)OC.CCOC(=O)OC
HOMO-LUMO gap = 0.331 Eh

```
! RIJCOSX wB97M-V def2-TZVPD def2/J DEFGRID3
* xyz 0 1
C 3.338 -4.615 -0.397
C 2.588 -3.303 -0.732
C 1.201 -3.218 -0.090
C 0.121 -2.670 -1.036
C 0.432 -1.299 -1.682
C -0.600 -0.141 -1.614
O -0.597 0.721 -0.498
C -0.045 0.413 0.767
C 1.464 0.085 0.730
C -0.735 -0.810 1.433
C -1.907 -0.683 2.418
C -1.691 -1.624 3.619
O -3.091 -1.099 1.726
C -0.191 1.740 1.614
I 1.114 3.307 0.720
C 0.184 1.500 3.092
C 1.499 2.044 3.664
C 1.393 3.452 4.246
C 2.744 4.110 4.625
N 3.890 3.216 4.745
C 4.716 3.072 3.629
C 5.080 1.677 3.159
O 5.156 4.055 3.026
N -1.507 2.293 1.400
C -1.863 3.517 2.127
C -2.379 4.611 1.192
O -3.813 4.555 1.117
C -2.002 -0.812 -1.810
Cl -1.948 -1.929 -3.225
C -3.332 -0.032 -1.913
C -3.640 0.948 -0.800
Cl -3.741 0.634 -3.530
C -0.280 0.779 -2.868
Br -1.155 2.538 -2.702
C 1.230 1.003 -3.120
C 1.699 2.381 -3.600
Br 1.827 -0.235 -4.542
H 4.324 -4.413 0.015
H 2.801 -5.210 0.339
H 3.454 -5.238 -1.279
H 2.484 -3.272 -1.816
H 3.230 -2.469 -0.453
H 0.891 -4.241 0.125
H 1.209 -2.708 0.873
H 0.063 -3.415 -1.828
H -0.830 -2.752 -0.513
H 1.427 -1.000 -1.375
H 0.552 -1.499 -2.739
H 1.915 0.187 1.709
H 1.571 -0.965 0.459
H 1.983 0.634 -0.046
H -1.128 -1.415 0.621
H 0.023 -1.437 1.893
H -2.067 0.304 2.841
H -1.877 -2.637 3.260
H -0.679 -1.580 4.006
H -2.423 -1.417 4.397
H -3.674 -1.546 2.341
H -0.606 1.877 3.743
H 0.204 0.430 3.286
H 2.344 1.929 2.994
H 1.732 1.407 4.524
H 0.764 3.390 5.136
H 0.886 4.128 3.562
H 2.979 4.897 3.916
H 2.610 4.615 5.581
H 3.685 2.341 5.202
H 4.691 0.889 3.798
H 4.668 1.579 2.157
H 6.159 1.627 3.059
H -2.227 1.609 1.572
H -1.083 3.886 2.788
H -2.709 3.289 2.782
H -1.989 4.458 0.187
H -2.155 5.600 1.580
H -4.071 3.650 0.937
H -2.178 -1.486 -0.977
H -4.083 -0.812 -1.815
H -3.264 1.949 -0.963
H -4.726 1.013 -0.719
H -3.299 0.509 0.134
H -0.725 0.357 -3.760
H 1.835 0.808 -2.243
H 2.736 2.251 -3.910
H 1.163 2.719 -4.479
H 1.711 3.102 -2.791
C -0.512 -2.328 -6.881
C 0.701 -2.457 -7.775
O 0.361 -2.952 -9.080
C -0.185 -2.060 -9.902
O -0.381 -0.898 -9.665
O -0.462 -2.676 -11.052
C -1.107 -1.846 -12.020
H -1.052 -3.275 -6.829
H -0.209 -2.039 -5.876
H -1.203 -1.575 -7.259
H 1.394 -3.191 -7.365
H 1.234 -1.511 -7.865
H -0.537 -0.936 -12.194
H -2.115 -1.597 -11.692
H -1.156 -2.427 -12.936
C 2.836 -10.327 -0.501
C 2.840 -8.994 0.217
O 2.481 -7.914 -0.658
C 1.182 -7.803 -0.924
O 0.302 -8.489 -0.476
O 1.020 -6.775 -1.756
C -0.329 -6.559 -2.176
H 3.477 -10.284 -1.383
H 3.200 -11.112 0.161
H 1.833 -10.592 -0.831
H 3.843 -8.756 0.564
H 2.178 -9.003 1.083
H -0.996 -6.469 -1.321
H -0.661 -7.368 -2.825
H -0.332 -5.627 -2.734
C -4.464 6.508 4.617
C -3.705 5.909 5.781
O -2.364 6.417 5.870
C -2.247 7.637 6.389
O -3.141 8.319 6.812
O -0.955 7.964 6.378
C -0.678 9.281 6.860
H -3.911 6.364 3.688
H -5.440 6.032 4.517
H -4.617 7.578 4.750
H -3.591 4.836 5.641
H -4.225 6.067 6.725
H -1.108 9.433 7.847
H -1.066 10.025 6.166
H 0.403 9.366 6.915
*
```



| no. | HOMO level (eV) |
| --- | --- |
| 1 | -6.6 |
| 2 | -9.0 |